Entry 1:
The following is a DFT calculation (the ωB97M-V functional and the def2-TZVPD basis) of C20H25N3O3S2 as an isolated structure in a non-equilibrium geometry.

Output
HOMO	-7.09	eV
energy	-53412.1007	eV
HOMO-LUMO gap	7.27	eV
relative energy (zero: lowest compared OMol25 entry of this formula, charge and spin)	404.1	kcal/mol
E_LUMO	0.19	eV

Geometry as XYZ:
```
53
Properties=species:S:1:pos:R:3:forces:R:3
C 5.7385 -0.7230 -0.8619 -5.008 -0.079 -2.660
C 4.5558 -1.7381 -0.5637 3.675 -0.538 -2.226
H 4.5680 -2.1521 0.4949 -0.501 1.106 -1.394
H 4.7434 -2.6383 -1.2717 -0.623 1.305 1.370
O 3.3096 -1.0651 -1.0470 2.928 -2.151 2.201
C 2.4277 -1.9262 -0.6163 -5.044 -0.861 -0.926
O 2.6553 -3.0142 -0.1027 -0.731 0.993 -0.280
C 0.9892 -1.4175 -0.9933 5.201 -10.285 4.843
C -0.1507 -2.1018 -0.7057 -2.628 1.702 -0.592
N -0.2208 -3.2456 -0.0621 2.043 -6.102 2.142
C -1.2322 -4.1525 0.5435 -0.342 12.955 -1.187
N -2.2613 -3.3664 0.9540 -3.399 2.929 2.297
C -2.2655 -1.7823 1.5045 10.128 -10.396 -0.066
C -1.0411 -1.4753 2.1909 -2.736 3.550 -2.051
C -1.0883 -0.1211 2.5171 11.898 -3.348 2.996
C -2.0518 0.6657 2.7169 -11.324 1.095 -2.731
C -3.3437 0.2474 2.2384 7.819 -7.790 -1.108
C -3.2966 -1.1593 1.7365 -12.602 5.660 0.152
H -4.4493 -1.7091 1.3865 3.670 1.872 0.972
H -4.2207 0.5838 2.3475 -6.206 3.190 1.026
O -2.0741 1.8849 3.0577 9.259 -0.422 2.153
C -3.0247 2.6311 3.2987 -8.507 5.808 -2.999
C -2.7275 3.9824 3.8401 -0.380 2.867 -4.583
H -1.8458 4.4723 3.2332 -1.876 -0.531 0.938
H -3.7718 4.5757 3.6879 2.799 -0.987 0.653
H -2.3892 3.9599 4.8030 0.467 -0.059 2.807
H -3.9287 2.4757 3.8288 -0.623 -2.521 1.724
H -3.7012 2.7234 2.2523 1.610 0.502 1.460
H 0.0260 0.3362 3.0383 -3.242 -1.287 -1.695
H -0.0968 -1.9279 2.1940 0.733 -1.119 -0.158
H -3.1569 -3.8799 1.2434 2.033 1.025 -0.592
S -1.3558 -5.5942 0.3686 0.292 -10.586 -0.856
H 0.6800 -3.8308 -0.0617 -1.367 1.683 -0.256
S -1.4931 -1.0570 -1.2048 -0.987 -2.316 0.569
C -0.4714 0.1932 -1.7215 -1.597 -4.568 2.293
C 0.7605 -0.2773 -1.3862 0.501 16.082 -8.129
C 1.7103 0.8918 -2.0148 5.689 -3.565 7.718
H 2.5467 0.5392 -2.5509 0.031 -0.516 -2.308
C 1.1741 2.2023 -2.2086 -1.695 2.148 3.993
N 0.0719 1.9813 -2.9721 -6.398 4.042 4.539
C 0.2278 1.6967 -4.1888 2.747 -3.511 -11.526
H 1.2091 2.0653 -4.6912 -1.742 0.652 0.755
H -0.6331 1.7127 -4.9672 0.946 0.958 1.462
H 0.5361 0.6421 -4.3813 -0.212 -0.819 0.232
C -1.0407 1.3019 -2.3783 1.622 5.388 4.766
H -1.5532 2.1575 -1.4150 1.474 -2.014 -2.143
H -1.9230 1.3134 -2.8915 -1.778 -0.957 -2.111
H 0.8279 2.9284 -1.2252 1.137 -2.404 -2.224
H 1.7537 2.8079 -2.8004 2.097 1.475 -1.000
H 2.6796 0.9464 -1.1102 -2.914 0.622 -1.550
H 5.5906 -0.4801 -2.0060 0.393 -0.138 2.183
H 6.6562 -1.1987 -0.7964 1.862 -0.347 0.942
H 5.3712 0.1155 -0.2801 1.407 0.608 0.164
```
Positions in Å, forces in eV/Å.

In elementary charge units, the natural (NBO) charges are: -0.6331 -0.0941 0.2234 0.1917 -0.4919 0.8168 -0.6308 -0.3082 0.1287 -0.6464 0.1129 -0.6280 0.1385 -0.1994 -0.1998 0.2606 -0.2356 -0.2299 0.2183 0.1990 -0.4509 -0.0384 -0.5927 0.2012 0.2135 0.2028 0.1807 0.1022 0.2000 0.2448 0.4052 0.0507 0.4471 0.4325 -0.2979 0.0144 -0.4378 0.2473 -0.2074 -0.4931 -0.3741 0.1985 0.1953 0.1261 -0.1735 0.1256 0.2356 0.1834 0.2156 0.2043 0.2034 0.2222 0.2208

=====

Entry 2:
The following is a DFT calculation (the ωB97M-V functional and the def2-TZVPD basis) of a single C20H25N7O3 molecule in a non-equilibrium geometry.

Output
HOMO	-6.10	eV
energy	-37708.5024	eV
HOMO-LUMO gap	5.37	eV
relative energy (zero: lowest compared OMol25 entry of this formula, charge and spin)	246.6	kcal/mol
E_LUMO	-0.74	eV

Geometry as XYZ:
```
55
Properties=species:S:1:pos:R:3:forces:R:3
C -3.9171 1.1306 3.9665 0.237 0.194 0.133
C -3.5831 0.7626 2.5234 0.109 -0.427 -0.129
C -4.3713 -0.4508 2.0994 -0.952 -0.189 -0.430
N -2.1711 0.2939 2.4253 0.891 -0.719 0.106
N -1.9646 -0.9911 2.7447 1.535 1.711 -0.003
N -0.6470 -1.1049 2.8359 -0.844 1.214 -0.250
C -0.0929 -2.4602 3.0895 -0.326 -0.114 0.063
C -0.4821 -3.3746 1.9390 0.061 -0.102 -0.368
C -0.6722 -2.9645 4.3958 0.048 -0.130 0.437
C -0.0103 0.0903 2.5872 -0.283 -0.159 -0.114
C 1.4450 0.2256 2.7567 1.502 -0.169 -0.161
C 2.0614 0.1926 4.0386 -0.279 -0.004 -0.738
C 3.4581 0.1873 4.1475 -0.499 0.076 -0.393
C 4.2440 0.2116 2.9891 0.118 0.041 0.150
C 3.6560 0.2571 1.7272 -0.392 0.114 -0.054
C 2.2637 0.2709 1.6045 -0.355 -0.138 0.639
C -1.0061 1.0043 2.2291 -0.086 -0.153 -0.731
C -0.9400 2.4549 1.7414 -4.581 1.466 4.849
H -4.9749 1.4111 4.0389 0.264 -0.025 -0.100
H -3.7531 0.2647 4.6217 -0.021 0.170 -0.154
H -3.3085 1.9670 4.3259 -0.110 -0.103 -0.066
H -3.6811 1.6146 1.8394 0.017 -0.313 0.150
H -5.4415 -0.2533 2.1800 0.067 0.015 -0.015
H -4.1483 -0.7192 1.0649 -0.047 0.009 0.038
H -4.1131 -1.3044 2.7335 -0.363 0.264 -0.142
H 0.9910 -2.3513 3.1529 -0.125 0.148 -0.031
H -0.1861 -4.4034 2.1668 -0.001 0.199 0.016
H -1.5683 -3.3600 1.7867 0.256 0.002 0.023
H 0.0208 -3.0823 1.0123 -0.160 0.005 0.069
H -0.4029 -4.0149 4.5372 -0.010 0.152 -0.028
H -0.2752 -2.4010 5.2447 -0.151 -0.013 -0.049
H -1.7657 -2.8884 4.3824 0.255 -0.043 0.033
H 1.4272 0.1769 4.9285 0.247 -0.002 -0.213
H 3.9227 0.1796 5.1318 -0.099 -0.021 -0.243
H 5.3357 0.2082 3.0772 -0.455 -0.002 -0.030
H 4.2622 0.2957 0.8213 -0.097 -0.030 0.332
H 1.7663 0.2826 0.6328 0.309 0.078 0.187
H -0.2746 3.0420 2.4022 -0.294 -0.411 -0.356
H -1.9465 2.8925 1.7558 -1.335 -0.667 3.204
C -2.7958 1.7070 -2.7526 -0.271 0.440 -0.430
O -2.5494 3.1226 -2.7638 -0.096 -0.616 0.627
C -1.9534 3.5758 -1.6488 0.638 1.049 1.340
N -1.5442 4.8696 -1.7742 -1.350 -1.850 -1.436
C -0.7930 5.3137 -0.8034 2.200 2.306 0.931
N -0.0377 6.4969 -0.8310 -2.200 -3.921 0.462
O 0.7392 6.4070 0.2827 0.100 -1.074 1.831
N 0.4507 5.1203 1.0538 -0.827 1.299 -1.547
O 1.1173 4.9295 2.0645 -0.156 -0.336 -0.169
C -0.5321 4.5110 0.3886 2.107 1.386 -0.191
C -0.9637 3.1155 0.4202 5.370 -3.407 -3.151
N -1.8506 2.7320 -0.6000 -0.439 0.842 -0.319
H -3.4306 1.5679 -3.6287 0.052 -0.258 0.114
H -1.8490 1.1652 -2.8744 -0.252 0.041 0.144
H -3.3042 1.4045 -1.8294 0.156 -0.008 -0.354
H -0.0253 2.2066 0.5110 0.917 2.184 -3.487
```
Positions in Å, forces in eV/Å.

In elementary charge units, the natural (NBO) charges are: -0.6188 -0.0527 -0.6221 -0.1052 -0.0263 -0.0909 -0.0480 -0.6177 -0.6169 0.1231 -0.1136 -0.1915 -0.2268 -0.1297 -0.2098 -0.1784 0.2767 -0.5719 0.2349 0.2129 0.2297 0.2528 0.2270 0.2268 0.2287 0.2398 0.2292 0.2267 0.2267 0.2286 0.2213 0.2272 0.2191 0.2267 0.2157 0.2288 0.2332 0.2920 0.2262 -0.2547 -0.4806 0.7110 -0.6087 0.3340 -0.1692 -0.2192 0.3708 -0.4604 -0.0631 0.0840 -0.7289 0.1849 0.1784 0.1943 0.0939

=====

Entry 3:
The following is a DFT calculation (the ωB97M-V functional and the def2-TZVPD basis) of C20H26AsBrN2O2Pb as an isolated structure in a non-equilibrium geometry.

Output
HOMO	-13.24	eV
energy	-164347.5941	eV
HOMO-LUMO gap	5.51	eV
relative energy (zero: lowest compared OMol25 entry of this formula, charge and spin)	0.0	kcal/mol
total charge	+2
E_LUMO	-7.72	eV

Geometry as XYZ:
```
53
Properties=species:S:1:pos:R:3:forces:R:3
Pb -1.5656 0.8295 0.1738 -0.946 1.777 -1.211
O -0.6647 -0.7259 4.0750 -0.125 -0.439 0.131
C 0.3429 0.0885 4.4787 1.170 -0.532 1.086
C 0.9784 -0.2002 5.6887 0.616 0.790 0.226
C 2.0483 0.6011 6.1004 0.059 0.384 -0.177
C 2.4839 1.6992 5.3479 0.023 0.092 -0.387
C 1.8735 1.9505 4.1160 0.683 -0.185 0.944
C 0.8534 1.1146 3.6966 -1.070 0.439 -0.748
C 0.2768 1.3771 2.3367 0.145 -0.275 -0.917
O -1.1062 0.9500 2.1656 1.290 0.153 0.710
N 1.1856 0.6964 1.3634 -0.637 1.006 -0.251
N 0.6927 0.6849 0.0414 0.670 -0.374 0.552
C 1.5548 0.4973 -0.9097 -0.065 -0.060 0.591
C 1.2106 0.3411 -2.2840 0.162 -0.083 -0.047
Br -0.5992 0.5895 -2.7484 -0.458 -0.024 -0.117
C 2.1306 0.0936 -3.2393 0.614 -0.050 0.202
C 1.9391 -0.1531 -4.6484 -0.235 -0.301 -0.666
C 0.8599 -0.9217 -5.1797 0.703 0.685 0.440
C 0.7226 -1.0377 -6.5447 -0.400 -0.426 -0.064
C 1.5876 -0.3721 -7.4075 -0.144 -0.065 0.128
C 2.6421 0.3598 -6.9023 0.339 0.201 0.127
C 2.8692 0.4187 -5.5350 -0.029 0.083 0.189
H -1.0725 -0.2786 3.3247 -0.157 0.344 -0.270
H 0.6631 -0.9973 6.3424 -0.245 -0.198 -0.180
H 2.5848 0.4153 7.0294 -0.370 -0.205 -0.113
H 3.3037 2.3371 5.7096 -0.484 -0.404 -0.215
H 2.2179 2.7559 3.4677 -0.125 -0.119 0.193
H 0.3112 2.4475 2.0811 0.054 -0.215 0.128
H 1.5822 -0.1829 1.6565 -0.153 -0.289 0.170
H 2.6158 0.4027 -0.6092 -0.545 0.131 -0.299
H 3.1751 0.1429 -2.8901 -0.415 -0.052 -0.154
H 0.1734 -1.4223 -4.5077 0.074 -0.032 -0.126
H -0.0722 -1.6628 -6.9557 0.215 0.225 0.131
H 1.4280 -0.4482 -8.4699 0.038 0.037 -0.171
H 3.3080 0.9004 -7.5583 0.067 -0.116 -0.122
H 3.7547 0.9536 -5.1688 -0.476 -0.198 -0.021
C -3.8435 -2.2955 -0.4128 -0.579 0.130 -0.394
As -2.5985 -1.5342 0.8240 -0.790 0.572 -0.257
C -3.4883 -1.2301 2.4871 -0.161 -0.283 0.557
C -1.1175 -2.6132 1.1611 1.259 -0.808 -0.162
H -4.2027 -3.2698 -0.0692 0.204 0.114 0.085
H -3.3992 -2.3941 -1.4010 0.146 -0.091 0.048
H -4.7110 -1.6269 -0.5143 0.283 -0.146 0.174
H -4.0195 -2.1527 2.7387 0.011 0.052 -0.071
H -4.1983 -0.4186 2.4435 -0.256 0.201 -0.274
H -2.7971 -1.0083 3.2985 0.084 -0.149 -0.169
H -1.4205 -3.5903 1.5304 -0.161 -0.081 -0.002
H -0.5514 -2.1276 1.9540 0.126 0.029 0.071
H -0.4812 -2.7593 0.2707 -0.360 0.138 0.346
C -2.2965 2.9918 -0.4483 0.690 -0.710 0.485
H -2.5326 3.4469 0.5167 0.179 -0.134 -0.137
H -3.1842 2.8684 -1.0479 -0.058 -0.108 -0.264
H -1.4477 3.4690 -0.9681 -0.460 -0.431 0.271
```
Positions in Å, forces in eV/Å.

In elementary charge units, the natural (NBO) charges are: 1.4065 -0.7182 0.3777 -0.2743 -0.1575 -0.2226 -0.1600 -0.2144 0.2324 -0.9218 -0.4767 -0.3986 0.1454 -0.2291 0.1548 -0.0057 -0.1728 -0.1725 -0.2030 -0.1419 -0.2074 -0.0904 0.4862 0.2403 0.2359 0.2379 0.2222 0.1883 0.3926 0.2499 0.2446 0.2137 0.2367 0.2407 0.2393 0.2223 -0.9508 1.2064 -0.9507 -0.9930 0.2821 0.2675 0.2729 0.2754 0.2702 0.2858 0.2867 0.2812 0.2682 -0.7484 0.2501 0.2419 0.2540

=====

Entry 4:
The following is a DFT calculation (the ωB97M-V functional and the def2-TZVPD basis) of C20H26BeN6O12S3Zn2 as an isolated structure in a non-equilibrium geometry.

Output
HOMO	-9.92	eV
energy	-184405.0841	eV
expectation value of S²	0.762
HOMO-LUMO gap	2.85	eV
spin multiplicity	2
total charge	+1
E_LUMO	-7.08	eV

Geometry as XYZ:
```
70
Properties=species:S:1:pos:R:3:forces:R:3
Zn -1.8236 -0.0140 1.2896 -1.628 -2.035 0.816
Zn -0.0603 3.5753 0.2015 1.060 0.226 0.219
Be 2.9684 0.7652 -2.1906 -2.906 3.639 3.132
S 2.1557 3.6530 -2.1202 1.252 4.430 -1.408
O 1.6292 2.5548 -2.8914 -1.685 -6.615 -3.052
O 2.5654 4.6999 -3.0260 -0.148 -0.166 0.666
O 1.0665 4.1112 -1.2617 -1.807 1.310 1.317
O 3.2198 3.0680 -1.3624 2.811 -2.638 1.910
S 0.1786 0.3313 -0.1580 1.861 1.739 0.126
O 0.0790 -0.2634 1.1473 3.911 -1.321 2.630
O -1.1736 0.1069 -0.5389 -3.245 -0.011 -5.543
O 0.4494 1.7539 -0.0403 1.219 -1.081 -0.939
O 1.1732 -0.3345 -1.0315 1.597 0.398 -1.440
S -2.2426 2.2673 2.1536 -3.428 1.348 2.186
O -3.1022 2.9833 3.0584 0.777 -0.049 -0.238
O -1.4694 1.1869 2.7313 2.876 -0.129 3.270
O -3.0219 1.4543 1.2065 -2.463 0.597 -2.745
O -1.3690 3.1890 1.4296 0.515 1.841 -0.726
C 3.0515 5.7181 2.7103 -0.347 -0.150 -0.005
C 2.1851 4.7006 2.1219 0.372 -0.432 -0.089
N 1.5330 3.8727 1.6634 0.008 0.796 0.050
H 3.6406 6.2031 1.9319 -0.200 0.081 0.016
H 3.7383 5.2834 3.4365 -0.152 -0.120 -0.016
H 2.3755 6.4071 3.2166 0.299 0.269 0.002
C 2.6945 0.9129 2.8884 1.135 0.758 0.384
C 3.2180 0.7815 1.5309 -0.239 -0.984 -0.951
N 3.6236 0.6602 0.4559 -0.508 0.081 -0.031
H 3.4899 0.6383 3.5814 0.184 -0.149 -0.063
H 1.8214 0.3450 3.2096 -0.097 0.263 -0.885
H 2.5930 1.9920 3.0032 -0.578 -0.076 0.285
N 1.5419 -2.2922 2.0188 -0.631 -0.830 0.783
C 1.7577 -2.3803 3.3931 0.453 0.152 -0.821
C 2.2738 -3.6345 3.6598 -0.105 0.566 -0.328
C 2.2735 -4.3242 2.4353 -0.232 -0.726 -0.886
C 1.7225 -3.5210 1.4452 1.293 0.013 0.995
H 1.0602 -1.5499 1.5319 0.033 0.072 0.489
H 1.5823 -1.5191 4.0207 0.029 -0.219 0.047
H 2.6902 -4.0419 4.5693 -0.278 0.280 0.102
H 2.6754 -5.3184 2.3065 -0.224 -0.029 -0.109
H 1.5598 -3.6813 0.3896 0.019 -0.029 0.168
N -1.0142 1.8938 -4.0650 0.595 -0.449 0.613
C -1.1522 2.1277 -5.4075 1.240 1.608 1.074
C -2.2884 1.5297 -5.8582 -1.305 -1.148 0.204
C -2.7726 0.8608 -4.7477 -2.681 -1.107 -1.582
C -1.9712 1.0429 -3.6126 2.009 1.495 -0.803
H -0.1978 2.2150 -3.5646 0.612 0.149 0.568
H -0.4839 2.8330 -5.8791 0.124 -0.177 -0.118
H -2.6933 1.6177 -6.8556 -0.078 -0.208 0.199
H -3.6985 0.3054 -4.7217 0.046 -0.100 -0.054
H -1.9371 0.6209 -2.6191 -0.212 0.036 0.219
N -0.1444 -2.7105 -2.1250 -0.088 -1.001 0.199
C -1.4702 -2.9255 -2.5306 1.106 0.173 -0.213
C -1.5950 -4.2470 -2.9157 0.607 0.722 0.714
C -0.3391 -4.8436 -2.6411 0.365 -0.655 -0.206
C 0.5514 -3.9140 -2.1421 -1.630 0.006 -0.979
H 0.2764 -1.8960 -1.7013 -0.477 0.186 -0.162
H -2.1487 -2.0871 -2.5868 -0.032 -0.118 0.121
H -2.4478 -4.7783 -3.3116 -0.030 0.298 0.068
H -0.1500 -5.8840 -2.8610 0.270 0.054 0.176
H 1.6039 -4.0297 -1.9290 -0.167 0.256 0.165
N -4.0183 -1.3001 2.0276 -0.750 0.353 -1.820
C -3.5388 -1.6358 0.7724 -2.114 -0.426 -0.011
C -2.3502 -2.2623 0.9663 0.885 -0.076 -2.516
C -1.9869 -2.1185 2.2842 0.306 -0.532 2.463
C -3.0504 -1.5006 2.9158 -0.362 -1.455 2.030
H -4.9754 -1.0380 2.2156 0.350 0.417 0.066
H -4.1064 -1.4672 -0.1308 -0.050 -0.119 0.201
H -1.7586 -2.6998 0.1758 0.042 0.027 0.017
H -1.1443 -2.5872 2.7707 0.092 0.328 0.008
H -3.3223 -1.4622 3.9603 0.522 0.391 0.041
```
Positions in Å, forces in eV/Å.

In elementary charge units, the natural (NBO) charges are: 1.7414 1.7706 1.6740 2.6533 -1.1599 -0.9625 -1.1603 -1.0666 2.6759 -1.0991 -1.1183 -1.1322 -1.0877 2.6546 -0.9526 -1.1316 -1.1595 -1.1869 -0.7336 0.4498 -0.5134 0.2807 0.2742 0.2763 -0.7377 0.4319 -0.4776 0.2692 0.2892 0.2641 -0.5362 -0.1059 -0.2876 -0.3030 -0.0887 0.4318 0.1998 0.2291 0.2208 0.2052 -0.5306 0.1948 -0.2721 -0.1552 0.1850 0.4795 0.2528 0.2711 0.2516 0.2889 -0.5431 -0.0998 -0.2843 -0.2912 -0.0904 0.4295 0.1941 0.2326 0.2268 0.2190 -0.4801 -0.1486 -0.3267 -0.3946 -0.0542 0.4421 0.2359 0.2601 0.2712 0.2450

=====

Among the records above, which one has the lowest HOMO-LUMO gap?
C20H26BeN6O12S3Zn2